1.
The following is a DFT calculation (ωB97M-V/def2-TZVPD) of a cluster of 13 separate species, C13H52N26O13 in total.

Geometry as XYZ:
```
104
Properties=species:S:1:pos:R:3:forces:R:3
C 3.969 1.317 -2.839 3.6138 0.4498 -1.1670
O 4.651 0.886 -3.762 -0.1466 -0.5900 0.4398
N 2.720 1.549 -2.846 -6.7102 0.2549 -1.6114
N 4.432 1.821 -1.698 3.2621 -0.0630 2.1260
H 2.292 2.061 -2.088 -0.1933 -0.2022 -0.3349
H 2.217 1.450 -3.716 0.0806 0.1430 0.2488
H 5.396 1.571 -1.526 -0.1742 0.4915 0.4198
H 3.875 2.381 -1.068 0.1782 -0.3108 0.0776
C -3.523 -2.569 -1.476 -0.6050 2.9218 -2.7553
O -3.281 -3.006 -0.422 1.4848 -2.2780 5.9401
N -3.457 -1.283 -1.785 0.3192 2.6116 -0.2108
N -3.928 -3.333 -2.437 -0.8605 -2.6100 -2.9020
H -3.312 -0.933 -2.721 -0.2956 -0.1866 0.3499
H -3.517 -0.626 -1.021 0.3429 0.2025 -0.0797
H -3.975 -2.964 -3.375 -0.2034 -0.7128 0.1159
H -3.863 -4.309 -2.185 -0.2778 0.0103 -0.9124
C 4.236 -0.723 3.186 -0.6976 -0.2097 0.0415
O 5.185 -0.789 3.889 3.5368 0.9200 2.3713
N 3.635 0.382 2.817 -0.0160 3.8393 -0.3309
N 3.610 -1.809 2.859 -1.9890 -4.4422 -1.4497
H 2.827 0.505 2.223 0.5589 -0.3193 -0.2051
H 4.156 1.167 3.178 -0.4942 0.3992 -0.4550
H 3.212 -1.880 1.933 -0.3055 -0.0114 0.1532
H 4.101 -2.618 3.213 -0.1954 -0.1168 -0.3010
C -0.656 4.755 2.983 -0.3103 1.5265 0.8967
O -1.009 4.566 4.104 -0.8381 -1.6784 2.1865
N -0.623 3.923 1.964 -0.6840 -4.2956 -0.7328
N -0.255 5.919 2.597 2.0051 4.6811 -1.8739
H -1.130 3.110 2.282 -0.0563 -0.9298 -1.0574
H -0.324 4.075 1.011 -0.1655 0.0257 0.5303
H 0.074 5.943 1.642 0.0732 0.9799 0.3602
H -0.124 6.705 3.218 -0.0712 -0.3586 -0.1714
C -0.357 0.057 3.658 -3.7617 -1.0988 0.9009
O -1.457 0.537 3.446 -1.3424 1.4062 -0.8642
N 0.719 0.645 3.340 4.9393 2.9549 -1.5148
N -0.284 -1.119 4.228 0.6443 -2.5274 1.1799
H 0.615 1.529 2.863 0.2099 -0.1499 0.2215
H 1.640 0.260 3.491 -0.3961 0.1525 0.1723
H -1.187 -1.541 4.390 -0.1481 -0.3172 0.4476
H 0.572 -1.474 4.630 -0.3632 -0.1175 -0.1585
C 3.034 3.848 1.252 0.7859 -0.6590 0.5914
O 2.405 3.438 0.324 -2.3717 -1.1185 -3.3104
N 2.505 4.017 2.437 -1.9366 0.6000 2.8247
N 4.327 4.034 1.178 3.1813 0.8281 0.2515
H 2.974 4.089 3.328 0.1243 0.1181 -0.4476
H 1.496 3.962 2.460 0.0805 -0.1530 0.2057
H 4.827 3.825 0.326 -0.1015 0.2999 0.3052
H 4.756 4.550 1.933 0.4074 -0.1803 -0.4761
C 1.929 -1.784 -5.193 -0.7085 -1.2839 2.2474
O 2.495 -2.806 -5.422 2.1214 -2.4216 -0.9858
N 1.631 -1.384 -3.974 -0.1626 0.9127 2.2864
N 1.352 -1.019 -6.066 -1.0975 2.3240 -4.3331
H 1.238 -0.454 -3.941 0.1758 -0.5322 1.1585
H 1.820 -2.018 -3.211 -0.2752 0.5912 0.1331
H 0.487 -0.550 -5.839 0.3102 -0.1855 -0.3795
H 1.529 -1.341 -7.007 -0.4848 0.4288 -0.1002
C 3.419 -1.741 -0.594 2.6492 -1.9700 -2.5026
O 2.874 -1.030 0.169 -2.4926 2.7905 3.2476
N 4.671 -1.618 -1.012 1.2483 0.7322 0.0890
N 2.907 -2.798 -1.182 -2.6554 -2.6456 -0.9260
H 5.273 -1.037 -0.447 0.4692 -0.3372 -0.7380
H 4.837 -2.313 -1.726 1.6987 0.8984 0.2515
H 1.921 -3.014 -1.162 -0.0895 -0.1535 -0.0873
H 3.437 -3.417 -1.778 -0.1699 0.2589 0.1829
C -5.676 0.936 1.379 1.7206 1.5179 4.2711
O -5.756 0.715 2.597 -0.3260 -1.2302 -1.4208
N -4.550 0.697 0.646 -0.2220 -0.6834 -1.2002
N -6.514 1.817 0.837 -1.7836 1.3425 -2.5665
H -4.353 1.381 -0.071 0.3140 -0.3188 0.0970
H -3.791 0.187 1.074 -0.0732 0.2689 0.3223
H -6.348 2.148 -0.103 -0.0758 -0.1247 0.1449
H -7.207 2.359 1.333 0.4173 -0.6524 0.4148
C -3.368 -2.246 3.013 0.9601 0.8345 0.7957
O -3.228 -2.018 4.192 -0.4522 -0.5774 2.5210
N -3.842 -3.309 2.433 -2.7362 -4.7364 -0.2728
N -2.896 -1.424 2.134 0.9353 1.9666 -2.2309
H -3.786 -3.495 1.442 -0.0851 0.4032 0.2807
H -4.466 -3.897 2.966 0.2977 0.0063 -0.0562
H -2.364 -0.697 2.591 0.4723 0.8739 -0.8138
H -2.936 -1.770 1.186 0.7017 0.8944 -0.0701
C -0.391 -0.094 -0.159 0.3585 0.3451 0.8412
O -1.468 0.379 0.093 -2.8644 1.1355 -0.1008
N 0.722 0.609 -0.088 1.7783 2.1817 -0.2505
N -0.143 -1.350 -0.427 -0.0798 -2.4019 -0.7964
H 0.671 1.570 0.218 0.3037 -0.2237 -0.1376
H 1.583 0.169 -0.380 0.1449 0.6302 0.4181
H 0.839 -1.581 -0.464 -0.6264 -0.6375 -0.0364
H -0.916 -1.972 -0.617 0.5068 -0.1436 0.0840
C -3.391 3.449 -1.471 -0.1745 0.7291 -0.2418
O -3.960 4.495 -1.374 -1.1625 1.7543 0.5876
N -3.914 2.396 -2.157 0.2958 -2.2530 -0.9046
N -2.168 3.232 -0.972 2.1054 -0.5241 0.5114
H -4.841 2.376 -2.557 0.2373 0.8085 0.1786
H -3.215 1.967 -2.746 -0.2495 -0.3862 0.0738
H -1.731 2.324 -0.907 -0.4647 -0.3678 0.1343
H -1.689 3.935 -0.428 -0.8013 0.1527 -0.3542
C 0.102 -4.874 -1.950 -0.8444 1.1626 -2.2479
O 0.463 -3.743 -2.176 1.8367 2.4204 0.8672
N 0.813 -5.940 -2.131 3.6359 -2.6232 -0.0405
N -1.164 -5.130 -1.930 -5.2816 -1.2302 1.3040
H 0.481 -6.878 -1.960 0.3015 0.3499 -0.0996
H 1.712 -5.759 -2.553 -0.0283 -0.5785 0.1781
H -1.493 -6.084 -1.963 0.0189 0.2363 0.1978
H -1.835 -4.458 -1.586 0.3343 0.0912 0.0381
```
Forces are in eV/Å.

Results
energy above the lowest of the compared OMol25 structures with the same formula, charge and spin = 188.6 kcal/mol
HOMO = -8.4256 eV

Mulliken atomic charge list, values in e, 99 entries: C 0.573; O -0.715; N -0.221; N -0.349; H 0.044; H 0.261; H 0.179; H 0.198; C 0.400; O -0.674; N -0.170; N -0.361; H 0.198; H -0.011; H 0.150; H 0.335; C 0.384; O -0.682; N -0.211; N -0.356; H 0.160; H 0.064; H 0.225; H 0.235; C 0.663; O -0.645; N -0.171; N -0.306; H -0.101; H 0.071; H 0.175; H 0.226; C 0.917; O -0.808; N -0.031; N -0.346; H -0.138; H 0.030; H 0.218; H 0.155; C 0.714; O -0.617; N -0.265; N -0.429; H 0.194; H 0.048; H 0.198; H 0.166; C 0.652; O -0.669; N 0.067; N -0.488; H 0.032; H 0.120; H 0.185; H 0.245; C 0.923; O -0.717; N -0.374; N -0.224; H 0.267; H 0.119; H -0.238; H 0.185; C 0.486; O -0.637; N -0.224; N -0.377; H 0.219; H -0.082; H 0.144; H 0.225; C 0.530; O -0.777; N -0.296; N -0.086; H 0.217; H 0.210; H -0.063; H 0.333; C 0.444; O 0.063; N 0.924; N 0.313; H -0.352; H -0.313; H -0.306; H -0.027; C 0.486; O -0.649; N -0.354; N -0.124; H 0.198; H 0.191; H 0.127; H 0.057; C 0.562; O -0.669; N -0.387

2.
The following is a DFT calculation (ωB97M-V/def2-TZVPD) of an isolated molecule of C5H14N4.

Geometry as XYZ:
```
23
Properties=species:S:1:pos:R:3:forces:R:3
H 0.440 0.273 1.884 -0.7125 -0.9321 0.6452
N 1.001 0.797 1.271 0.8283 0.2661 2.2685
C 0.727 0.824 0.076 -0.9028 0.5400 -4.5030
C 1.625 1.757 -0.779 -0.5521 -0.9666 -0.3743
N 2.476 2.566 -0.008 0.3997 1.8285 1.3878
N -0.282 0.213 -0.748 0.4807 -0.5595 1.8278
C -0.862 -1.154 -0.371 1.3941 0.3627 -0.7608
C 0.262 -2.226 -0.392 0.6445 1.5628 0.4996
C -1.759 -1.057 0.915 2.7363 1.1427 -0.1174
N -2.785 -0.101 0.695 -3.2761 -0.9958 -1.7828
H 1.004 2.454 -1.360 0.0536 -0.7248 -0.3857
H 2.248 1.080 -1.402 -0.5192 0.3903 -0.2074
H 2.757 2.042 0.836 -0.2891 0.6040 -0.4427
H 1.919 3.405 0.292 1.0600 -1.2161 -0.0111
H -0.033 0.274 -1.742 -0.2029 -0.0721 0.7391
H -1.471 -1.309 -1.260 -0.5495 -0.4801 0.2202
H 1.202 -1.913 0.060 -0.1377 0.8738 0.7895
H -0.006 -3.024 0.282 -0.2288 -1.1637 -0.8096
H 0.715 -2.334 -1.392 -1.1540 -1.0723 0.0528
H -2.207 -1.966 1.302 0.3216 -0.4174 -0.3142
H -1.049 -0.649 1.700 -1.0870 -0.7504 -0.5215
H -3.491 -0.607 0.016 1.4834 1.5024 1.7661
H -2.431 0.655 0.125 0.2094 0.2775 0.0340
```
Forces are in eV/Å.

Results
energy above the lowest of the compared OMol25 structures with the same formula, charge and spin = 29.9 kcal/mol
SMILES = [H]/N=C(/CN)N[C@@H](C)CN
HOMO = -9.0609 eV

The net atomic charges from Mulliken, expressed in e, are: H 0.238; N -0.592; C 0.590; C -0.880; N -0.649; N -0.330; C 0.029; C -1.346; C -0.460; N -0.697; H 0.351; H 0.329; H 0.297; H 0.289; H 0.305; H 0.391; H 0.317; H 0.375; H 0.363; H 0.425; H 0.076; H 0.255; H 0.324

3.
The following is a DFT calculation (ωB97M-V/def2-TZVPD) of a cluster of 3 separate species, C2H10O2S2 in total.

Geometry as XYZ:
```
16
Properties=species:S:1:pos:R:3:forces:R:3
C -2.282 -0.802 -0.240 -0.8624 0.5904 -1.1472
S -1.254 0.518 -0.872 -0.2791 0.9771 -1.7593
S -0.049 0.585 0.740 2.5016 1.0694 1.0151
C 1.237 1.965 0.220 -0.3882 -0.5153 0.7191
H -1.821 -1.745 -0.590 -0.5041 0.2449 1.2016
H -3.285 -0.661 -0.714 0.8009 -0.2742 0.1783
H -2.419 -0.473 0.789 0.0796 -1.2666 0.3204
H 1.649 1.674 -0.817 -1.0576 1.0492 1.5064
H 2.135 1.930 0.931 -1.5037 -0.3002 -0.7914
H 0.668 2.946 0.444 1.2426 -1.5024 -1.2591
O -0.889 4.300 -1.535 -0.3976 -0.1095 0.5157
H -1.493 3.727 -1.040 0.0591 0.2410 0.0140
H -0.590 3.711 -2.222 0.3075 -0.2027 -0.5136
O 2.860 -5.546 1.539 -0.6381 1.8568 -0.2447
H 3.493 -6.225 1.514 1.0474 -1.4395 0.0307
H 2.039 -5.903 1.853 -0.4078 -0.4186 0.2140
```
Forces are in eV/Å.

Results
energy above the lowest of the compared OMol25 structures with the same formula, charge and spin = 36.8 kcal/mol
SMILES = CSSC.O.O
HOMO = -7.7637 eV

The net atomic charges from Mulliken, expressed in e, are: C -0.913; S -0.046; S -0.061; C -0.763; H 0.305; H 0.320; H 0.316; H 0.257; H 0.306; H 0.283; O -0.627; H 0.315; H 0.309; O -0.629; H 0.312; H 0.317

4.
The following is a DFT calculation (ωB97M-V/def2-TZVPD) of a cluster of 2 separate species, C2H6O in total.

Geometry as XYZ:
```
9
Properties=species:S:1:pos:R:3:forces:R:3
C -0.885 -1.182 0.873 -0.9987 0.4087 -0.6809
C 0.016 -0.325 1.306 0.9498 -0.2039 0.5615
H -1.659 -0.730 0.242 0.0782 -0.6393 -0.0002
H -0.956 -2.257 1.074 0.2124 0.5916 0.1495
H 0.030 0.719 0.972 -0.0939 -0.4465 0.2992
H 0.808 -0.653 1.988 -0.1494 0.2856 -0.3183
O 1.083 1.170 -1.988 -0.6098 0.9534 -0.4935
H 0.260 1.595 -1.656 0.8836 -0.4472 -0.4079
H 1.304 1.664 -2.810 -0.2722 -0.5025 0.8906
```
Forces are in eV/Å.

Results
energy above the lowest of the compared OMol25 structures with the same formula, charge and spin = 18.7 kcal/mol
SMILES = C=C.O
HOMO = -10.1332 eV

The net atomic charges from Mulliken, expressed in e, are: C -0.386; C -0.384; H 0.171; H 0.236; H 0.148; H 0.213; O -0.633; H 0.319; H 0.315

Max |F| per entry: 0.134; 0.090; 0.056; 0.025 Eh/bohr
Electronic energy per entry: -79693.2239; -11371.1183; -28000.5253; -4217.6545 eV
Orbital gap per entry: 8.01; 9.86; 8.40; 10.99 eV